A structure of composition C33H84N2O21P4Si2 in a non-equilibrium geometry, computed with ωB97M-V/def2-TZVPD.

Geometry as XYZ:
```
146
Properties=species:S:1:pos:R:3:forces:R:3
C 1.8959 -3.6764 6.5110 -0.41 -0.94 0.41
C 0.5868 -2.9433 7.1820 0.96 5.82 2.68
O 0.7922 -1.7438 7.7921 -1.56 -7.73 -3.87
O -0.7949 -3.4822 7.1231 2.98 1.74 -1.42
C -1.4502 -2.7438 6.0021 -0.38 0.81 -1.15
C -2.8383 -1.9970 6.4526 0.82 -1.36 0.40
Si -3.2736 -0.4168 5.4165 -0.08 0.59 -0.40
N -2.4653 1.1006 6.0590 -0.10 -1.81 0.66
O -3.0877 -0.6162 3.6788 2.76 0.69 2.12
Si -1.4837 -0.1548 3.1223 -1.96 -1.11 -2.20
O -0.7676 -1.3489 2.0504 0.42 1.02 3.20
C 0.3654 -2.0545 2.6701 1.44 -1.46 -0.61
C 1.7245 -1.1450 2.8564 0.02 -0.52 -0.48
N 2.0538 -0.8099 4.3052 0.01 0.84 -1.08
C 2.9508 0.4067 4.3705 1.51 0.48 0.59
C 3.8697 0.3414 5.7573 -1.20 -0.68 0.27
C 3.0028 0.7760 7.0951 -0.08 0.12 0.03
O 5.0874 1.1981 5.6477 0.16 -3.09 0.39
H 2.3692 -3.0924 5.6056 -1.32 -0.65 1.93
H 2.7131 -3.7463 7.3734 -1.89 0.14 -1.90
H 1.6163 -4.7555 6.1150 0.53 2.23 1.02
H -1.6460 -3.4617 5.0702 0.40 1.32 2.19
H -0.6693 -1.9482 5.6393 -1.59 -1.30 0.61
H -2.7099 -1.6858 7.5945 -0.44 -0.69 -2.44
H -3.7310 -2.7559 6.3092 1.76 1.46 0.58
H -4.7224 -0.1818 5.6454 0.21 -0.03 -0.12
H -1.4579 0.8987 6.2476 -1.04 0.44 -0.07
H -2.8989 1.3354 6.9961 0.64 -0.31 -1.47
H -0.6664 0.2191 4.2681 0.37 -0.41 0.32
H -1.6753 1.0740 2.3093 0.04 -0.36 0.07
H 0.6607 -2.9289 1.9137 -0.80 1.93 1.61
H 0.1007 -2.6051 3.6838 0.38 1.28 -1.91
H 1.6320 -0.1704 2.1831 0.12 -2.00 1.25
H 2.6347 -1.8118 2.4665 -1.95 1.62 0.65
H 1.1979 -0.7207 4.8954 1.02 0.27 -0.82
H 2.3850 1.4296 4.3159 0.88 -1.76 0.12
H 3.7367 0.4033 3.4767 -1.82 -0.23 1.80
H 4.1397 -0.8116 5.8867 -0.33 2.52 -0.40
H 3.0007 -0.1149 7.8730 0.08 2.07 -1.51
H 1.8747 0.9978 6.8499 2.15 -0.53 0.28
H 3.4391 1.7811 7.5556 -0.76 -2.32 -0.96
H 5.8774 0.5605 5.7638 -1.96 1.63 -0.31
O 1.3105 -6.2244 1.2988 3.45 -2.50 2.05
P 1.0485 -7.7400 1.1208 -8.10 2.27 -4.61
O 0.9412 -7.6603 -0.5303 1.09 -0.09 -0.04
C 2.1629 -7.6169 -1.2498 0.26 -0.02 -0.38
C 2.9080 -8.9369 -1.1680 0.05 -0.15 -0.06
O -0.5701 -7.5767 1.4793 0.86 -0.79 0.96
C -1.0721 -6.4836 2.2338 -0.29 0.53 0.03
C -1.5546 -5.3786 1.3087 -0.11 -0.01 -0.20
O 0.7559 -9.4334 0.9218 2.95 0.99 1.66
C -0.5296 -10.0387 0.9452 -0.89 -0.55 0.61
C -1.3525 -9.7495 -0.2985 0.14 0.42 -0.27
H 2.7853 -6.7968 -0.8770 -0.02 0.03 -0.04
H 1.9199 -7.4004 -2.2925 -0.15 0.05 0.12
H 3.2387 -9.1373 -0.1437 0.05 -0.02 -0.02
H 3.7914 -8.9253 -1.8134 -0.07 0.04 0.08
H 2.2616 -9.7679 -1.4672 0.10 0.16 0.03
H -0.3324 -6.1231 2.9554 -0.02 0.00 -0.24
H -1.9194 -6.8544 2.8175 0.04 -0.19 -0.08
H -0.7848 -5.0699 0.5971 0.05 -0.03 0.19
H -1.8691 -4.5011 1.8809 -0.02 -0.04 -0.04
H -2.4056 -5.7298 0.7120 0.11 0.09 0.17
H -1.0642 -9.7805 1.8641 0.03 0.08 -0.25
H -0.3588 -11.1202 0.9967 0.35 0.14 0.00
H -1.5485 -8.6824 -0.4306 0.04 -0.16 0.14
H -2.3182 -10.2619 -0.2417 0.17 -0.07 0.09
H -0.8252 -10.0870 -1.1964 -0.07 -0.07 0.14
O 6.8367 6.1148 1.1605 0.31 2.07 4.24
P 5.4684 6.0929 1.8850 -3.56 -4.42 -7.63
O 5.2848 4.4508 1.7664 0.55 -0.04 0.79
C 5.9860 3.6585 2.7110 0.07 -0.37 0.36
C 5.4145 3.8164 4.1084 0.11 0.00 0.12
O 4.6475 6.5313 0.5033 -0.03 0.98 1.04
C 5.2809 7.2108 -0.5705 0.24 0.02 -0.46
C 5.7518 6.2186 -1.6210 -0.06 -0.23 -0.11
O 3.9397 6.0684 2.6945 2.70 1.42 1.67
C 2.6827 6.2244 2.0504 -0.85 0.70 -0.34
C 2.2710 5.0109 1.2345 0.37 -0.31 -0.15
H 7.0501 3.9162 2.6960 0.01 -0.04 -0.05
H 5.8934 2.6167 2.3958 -0.05 0.10 -0.14
H 5.5713 4.8331 4.4832 0.01 0.06 -0.01
H 5.8924 3.1209 4.8048 -0.14 0.19 -0.19
H 4.3353 3.6342 4.1104 0.20 -0.04 0.02
H 6.0943 7.8505 -0.2141 -0.06 -0.27 -0.04
H 4.5366 7.8759 -1.0175 -0.13 -0.07 0.14
H 6.3861 5.4368 -1.1960 0.03 0.22 0.09
H 6.3107 6.7255 -2.4128 -0.08 -0.02 0.06
H 4.8915 5.7089 -2.0722 0.11 0.17 0.04
H 2.6593 7.1461 1.4615 0.05 -0.26 -0.03
H 1.9442 6.3647 2.8483 0.32 -0.04 0.18
H 2.9738 4.7933 0.4263 -0.08 0.15 0.13
H 1.2857 5.1725 0.7857 0.05 0.08 0.18
H 2.2300 4.1179 1.8661 -0.08 0.14 -0.01
O -3.0580 -3.2664 -1.8552 -2.03 -2.88 -3.17
P -3.5307 -2.4636 -3.0920 3.21 7.91 4.32
O -2.0387 -1.8148 -3.4038 0.29 -0.90 -0.59
C -1.1111 -2.6422 -4.0870 0.36 -0.07 -0.21
C -1.5253 -2.8762 -5.5286 0.01 0.03 -0.18
O -4.1411 -1.2322 -2.1505 -0.97 -0.80 -0.81
C -4.5126 -1.4288 -0.7943 0.08 0.07 0.59
C -3.3649 -1.0542 0.1289 0.19 0.09 -0.03
O -4.0588 -1.5667 -4.4739 -0.46 -3.57 0.00
C -4.5879 -0.2487 -4.4268 -0.90 0.80 0.10
C -3.5375 0.8104 -4.1398 0.35 -0.15 0.25
H -0.9999 -3.5935 -3.5564 0.04 0.02 0.03
H -0.1436 -2.1356 -4.0642 -0.11 0.07 0.13
H -2.4510 -3.4583 -5.5806 0.02 -0.02 -0.04
H -0.7494 -3.4237 -6.0720 -0.07 0.02 0.08
H -1.7118 -1.9261 -6.0390 0.06 -0.14 0.10
H -4.8645 -2.4504 -0.6205 0.23 0.13 -0.04
H -5.3617 -0.7698 -0.5919 0.01 0.06 -0.20
H -2.4412 -1.5795 -0.1261 -0.19 -0.12 0.01
H -3.6139 -1.2774 1.1703 -0.03 0.02 -0.08
H -3.1459 0.0174 0.0443 -0.12 -0.13 0.03
H -5.4317 -0.1931 -3.7328 0.26 0.03 -0.01
H -5.0084 -0.0511 -5.4197 0.13 -0.34 -0.04
H -3.0554 0.6681 -3.1693 -0.18 -0.05 -0.11
H -3.9922 1.8062 -4.1440 -0.01 -0.15 -0.16
H -2.7443 0.7805 -4.8935 -0.17 0.07 -0.01
O -3.2110 4.0362 -5.4285 -3.07 2.82 2.28
P -3.2171 5.4540 -6.0509 6.70 -3.02 -6.10
O -3.5659 4.9230 -7.5807 -1.05 0.01 0.25
C -4.9224 4.6141 -7.8572 -0.36 -0.10 -0.28
C -5.7866 5.8618 -7.8840 -0.09 0.13 -0.08
O -1.5561 5.4857 -6.1758 -0.63 0.97 0.90
C -0.7200 4.6755 -5.3630 0.33 -0.45 0.13
C -0.3704 3.3844 -6.0845 0.05 -0.10 -0.23
O -3.2238 7.0381 -6.7463 -2.20 -0.65 2.67
C -2.0774 7.6950 -7.2692 0.93 0.73 0.16
C -1.6039 7.1158 -8.5913 -0.15 -0.48 -0.11
H -5.2987 3.8977 -7.1195 0.01 -0.04 -0.03
H -4.9537 4.1288 -8.8354 0.18 0.00 0.07
H -5.8417 6.3215 -6.8919 -0.05 0.01 -0.01
H -6.8052 5.6224 -8.2038 0.10 -0.01 0.07
H -5.3684 6.6103 -8.5642 -0.06 -0.15 0.09
H -1.1725 4.4908 -4.3838 -0.02 -0.08 -0.26
H 0.1984 5.2401 -5.1786 -0.09 0.14 -0.12
H -1.2592 2.8480 -6.4256 -0.03 0.09 0.21
H 0.2074 2.7199 -5.4358 -0.03 0.08 -0.04
H 0.2241 3.6011 -6.9807 -0.03 0.00 0.20
H -1.2774 7.7330 -6.5240 -0.09 -0.15 -0.20
H -2.3719 8.7370 -7.4399 -0.31 -0.16 0.14
H -1.3099 6.0666 -8.5060 -0.02 0.19 0.10
H -0.7395 7.6756 -8.9624 -0.15 0.08 0.12
H -2.4018 7.1602 -9.3392 0.10 0.11 0.09
```
Positions in Å, forces in eV/Å.

Output
Strongest force on any atom (eV/A): 9.60
Calculated total energy (eV): -134462.6149
HOMO-LUMO gap (eV): 7.1
HOMO level (hartree): -0.337
LUMO level (eV): -2.082